Below is a molecular structure, C24H24N6ORuS, with properties calculated with ωB97M-V/def2-TZVPD.

Atoms and positions in Å:
Ru (0.27955, -0.20476, -0.09995)
C (-0.53442, -1.20181, -5.54914)
C (-0.26816, -2.11010, -4.53449)
C (-0.48828, -1.76077, -3.21024)
C (-0.97942, -0.49695, -2.88658)
C (-1.21710, 0.42370, -3.90604)
C (-1.00469, 0.06495, -5.22839)
N (-1.19070, -0.17723, -1.51929)
C (-2.32288, 0.44292, -1.09789)
C (-3.52980, 0.58992, -1.83205)
C (-4.61465, 1.20616, -1.26009)
C (-4.58719, 1.70955, 0.05634)
C (-3.43691, 1.58846, 0.79209)
C (-2.32467, 0.96351, 0.21650)
N (-1.10034, 0.80340, 0.87393)
N (-0.89920, 1.37883, 1.98907)
C (0.41398, 1.15785, 2.42822)
C (0.83348, 1.67088, 3.64507)
C (2.14127, 1.44519, 4.03510)
C (2.98673, 0.71762, 3.20668)
C (2.50192, 0.24222, 2.00289)
N (1.24370, 0.46991, 1.61764)
H (-0.36078, -1.47222, -6.58192)
H (0.11823, -3.09309, -4.77190)
H (-0.24237, -2.45269, -2.41122)
H (-1.56534, 1.41928, -3.66114)
H (-1.19608, 0.78631, -6.01226)
H (-3.57832, 0.23381, -2.85166)
H (-5.52108, 1.31378, -1.84362)
H (-5.45728, 2.19987, 0.46994)
H (-3.35764, 1.97513, 1.79961)
H (0.13247, 2.22588, 4.25068)
H (2.49978, 1.83151, 4.97942)
H (4.01096, 0.51630, 3.48434)
H (3.10704, -0.33182, 1.31428)
C (2.63937, -1.11537, -2.04183)
O (1.75436, -1.00674, -0.96169)
H (3.54965, -0.54522, -1.83480)
H (2.19125, -0.72718, -2.96234)
H (2.91301, -2.16246, -2.19360)
C (-4.22372, -2.85083, -1.98669)
C (-3.81267, -2.50240, -0.59860)
C (-4.65829, -2.20201, 0.44167)
C (-4.10363, -1.89814, 1.68619)
N (-2.77781, -1.87769, 1.89290)
C (-1.98103, -2.15662, 0.88783)
S (-0.23319, -2.15419, 1.01891)
N (-2.49464, -2.48555, -0.32594)
C (-4.95376, -1.57531, 2.86610)
H (-5.30426, -2.80437, -2.08970)
H (-3.88981, -3.85951, -2.23699)
H (-3.76881, -2.15767, -2.69581)
H (-5.72709, -2.19887, 0.28895)
H (-1.82192, -2.65835, -1.06414)
H (-6.01422, -1.60762, 2.62946)
H (-4.69005, -0.58237, 3.23386)
H (-4.73483, -2.28095, 3.66837)

Results
Multiplicity: 2
Charge: +1
Energy (eV): -49677.117
⟨S²⟩: 0.79
Kohn-Sham gap (alpha / beta) (eV): 5.89 / 5.89

Below is a molecular structure, C14H17N4O5S2Sc, with properties calculated with ωB97M-V/def2-TZVPD.

Atoms and positions in Å:
Sc (-0.20172, -0.16378, -0.01340)
O (1.77690, 1.03472, 0.64977)
C (1.65000, 1.59561, 1.96046)
C (0.29697, 2.26833, 2.00924)
N (-0.77873, 1.30090, 1.76147)
C (-2.03966, 1.90814, 1.32756)
C (-2.90546, 0.82844, 0.68449)
O (-4.10220, 0.77647, 0.82628)
O (-2.19175, -0.04016, -0.01266)
C (-1.02133, 0.38106, 2.89517)
C (-0.49154, -1.04035, 2.68268)
O (0.35322, -1.11629, 1.68649)
O (-0.85197, -1.95312, 3.38844)
H (2.61625, 0.58972, 0.54859)
H (2.43539, 2.33977, 2.12551)
H (1.74443, 0.80986, 2.71539)
H (0.24349, 3.02511, 1.22411)
H (0.16134, 2.76333, 2.98121)
H (-1.81755, 2.66598, 0.57196)
H (-2.60439, 2.36485, 2.14695)
H (-2.09197, 0.30694, 3.09389)
H (-0.55442, 0.75001, 3.81604)
C (1.37208, 4.18797, -3.29140)
S (2.39002, 2.72095, -3.21129)
C (1.42662, 1.53680, -2.32364)
S (-0.09477, 1.95956, -1.62567)
N (1.96498, 0.34911, -2.45234)
N (1.19822, -0.60863, -1.79773)
C (1.35403, -1.82367, -2.16714)
C (0.49095, -2.85691, -1.55559)
C (0.62407, -4.20159, -1.85288)
C (-0.26187, -5.08991, -1.25215)
C (-1.23138, -4.61007, -0.39234)
C (-1.29098, -3.24196, -0.14570)
N (-0.45227, -2.39221, -0.71926)
H (2.04143, 4.95962, -3.67481)
H (1.01201, 4.49261, -2.31469)
H (0.52457, 4.08859, -3.96626)
H (2.06225, -2.08928, -2.94929)
H (1.39180, -4.54295, -2.53139)
H (-0.19005, -6.14928, -1.45954)
H (-1.93216, -5.27438, 0.09057)
H (-2.02485, -2.80991, 0.52288)

Results
Multiplicity: 1
Charge: 0
Energy (eV): -73368.055
Kohn-Sham gap (eV): 7.39